1.
108
Properties=species:S:1:pos:R:3 method="wB97M-V/def2-TZVPD" lumo_ev="2.37 / 2.37" homo_ha="-0.140 / -0.157" total_charge=-1 de_lowest_ev=0.0000 homo_lumo_gap_ev="6.18 / 6.65" fmax_ev_per_a=0.71 multiplicity=2
Co 0.4999 -0.2621 -0.6486
C 1.7081 -0.4533 3.0120
Si 0.5578 0.0672 1.5995
C 0.3611 1.9484 1.7491
C 0.9590 2.6909 2.7681
C 0.9618 4.0801 2.7587
C 0.3670 4.7511 1.7053
C -0.2328 4.0352 0.6763
C -0.2414 2.6444 0.6820
P -1.0647 1.5455 -0.5599
C -1.0120 2.2440 -2.2743
C -2.1191 1.6156 -3.1317
C -1.8523 1.8600 -4.6154
C -1.7404 3.3554 -4.9048
C -0.6653 3.9972 -4.0320
C -0.9154 3.7474 -2.5424
C -2.7832 1.7379 0.1243
C -3.7801 0.6572 -0.3442
C -5.2342 1.0442 -0.0224
C -5.2906 1.8815 1.2511
C -4.5888 3.2324 1.0252
C -3.4378 3.1167 0.0087
C -1.0988 -0.7487 2.1611
C -1.8462 -0.3969 3.2900
C -3.0540 -1.0152 3.5832
C -3.5349 -2.0233 2.7532
C -2.8019 -2.4014 1.6376
C -1.5944 -1.7688 1.3391
P -0.5750 -2.0896 -0.1677
C -1.7740 -2.6827 -1.4344
C -2.2400 -4.1386 -1.3647
C -3.4379 -4.3549 -2.3060
C -3.3304 -3.4985 -3.5786
C -1.8648 -3.2610 -3.9266
C -1.1879 -2.4075 -2.8439
C 0.4919 -3.5718 0.2278
C 1.9720 -3.2801 -0.1205
C 2.9415 -4.0866 0.7526
C 2.3765 -5.4754 1.0218
C 1.1292 -5.3647 1.9097
C 0.3453 -4.0603 1.6723
H 1.3805 0.0185 3.9446
H 2.7529 -0.1776 2.8407
H 1.6702 -1.5337 3.1627
H 1.4507 2.1761 3.5869
H 1.4307 4.6314 3.5656
H 0.3809 5.8344 1.6679
H -0.6774 4.5849 -0.1395
H -0.0677 1.8169 -2.6321
H -3.0875 2.0565 -2.8660
H -2.1858 0.5428 -2.9329
H -2.6476 1.4127 -5.2185
H -0.9162 1.3634 -4.8940
H -2.7067 3.8314 -4.6952
H -1.5230 3.5238 -5.9625
H -0.6065 5.0713 -4.2259
H 0.3115 3.5732 -4.2907
H -1.8372 4.2529 -2.2287
H -0.0832 4.1699 -1.9814
H -2.5899 1.5562 1.1877
H -3.5321 -0.2745 0.1605
H -3.6865 0.4710 -1.4151
H -5.8452 0.1431 0.0735
H -5.6621 1.6253 -0.8470
H -4.7915 1.3286 2.0532
H -6.3224 2.0398 1.5732
H -4.1916 3.6043 1.9737
H -5.3143 3.9724 0.6743
H -2.7200 3.9168 0.1796
H -3.8206 3.2452 -1.0094
H -1.4830 0.3938 3.9418
H -3.6262 -0.7105 4.4528
H -4.4814 -2.5050 2.9694
H -3.1928 -3.1792 0.9921
H -2.6449 -2.0343 -1.2743
H -2.5119 -4.4361 -0.3500
H -1.4170 -4.7918 -1.6638
H -4.3662 -4.1214 -1.7769
H -3.4906 -5.4128 -2.5780
H -3.8156 -2.5293 -3.4239
H -3.8605 -3.9834 -4.4012
H -1.7674 -2.7626 -4.8929
H -1.3574 -4.2263 -4.0253
H -1.3116 -1.3481 -3.0734
H -0.1083 -2.5675 -2.8516
H 0.1326 -4.3785 -0.4151
H 2.1756 -2.2140 -0.0171
H 2.1428 -3.5118 -1.1747
H 3.1025 -3.5736 1.7075
H 3.9141 -4.1430 0.2600
H 3.1161 -6.1268 1.4927
H 2.1176 -5.9380 0.0635
H 1.4283 -5.4062 2.9610
H 0.4740 -6.2237 1.7398
H 0.6916 -3.2781 2.3496
H -0.7059 -4.2184 1.9169
Br 4.7263 3.6446 -4.4349
C 3.6887 2.1941 -3.8038
C 3.5734 1.0287 -4.5414
Br 4.4505 0.8450 -6.2078
C 2.7876 -0.0296 -4.0480
Br 2.5340 -1.6430 -5.0070
C 2.1335 0.0614 -2.8275
O 1.3796 -0.8691 -2.3056
C 2.2688 1.2568 -2.0568
O 1.6124 1.3050 -0.9262
C 3.0236 2.3044 -2.5683
Br 3.0803 3.8773 -1.5168

2.
131
Properties=species:S:1:pos:R:3 method="wB97M-V/def2-TZVPD" lumo_ev="0.37 / 0.37" homo_ha="-0.071 / -0.191" total_charge=-1 homo_lumo_gap_ev="2.31 / 5.58" fmax_ev_per_a=3.88 multiplicity=2
C 28.5746 7.8221 7.8999
C 29.6703 7.8433 8.7748
C 30.7673 7.0571 8.6777
C 30.9107 6.2053 7.5267
C 29.9498 6.3457 6.5000
C 28.7589 7.0208 6.7326
N 32.1718 5.5055 7.3945
O 32.7325 5.0551 8.4101
O 32.5918 5.2245 6.2231
H 27.6378 8.3171 8.1088
H 29.4800 8.2839 9.7423
H 31.4905 7.0815 9.4795
H 29.9746 5.8630 5.5342
H 27.9739 7.0205 5.9908
C 30.8804 1.8613 5.5665
C 29.6781 1.3120 5.9905
C 29.5437 0.7964 7.2603
C 30.6045 0.8487 8.1782
C 31.7923 1.5005 7.8190
C 31.9250 2.0373 6.5000
N 30.3245 0.2570 9.5492
O 31.2836 0.0546 10.3446
O 29.1862 -0.1369 9.7731
H 31.2416 2.2155 4.6123
H 28.8547 1.2739 5.2927
H 28.6344 0.2643 7.4982
H 32.6331 1.5417 8.4956
H 32.9110 2.2738 6.1282
C 26.2172 2.1248 12.6760
C 25.6166 3.2441 13.2371
C 25.3561 4.3544 12.4054
C 25.8825 4.4486 11.1505
C 26.5641 3.4000 10.6336
C 26.7183 2.1471 11.3588
N 25.7177 5.7599 10.3595
O 26.5391 6.0123 9.4867
O 24.7810 6.4917 10.6073
H 26.4757 1.3935 13.4275
H 25.0412 3.1578 14.1470
H 24.7852 5.1942 12.7732
H 26.9627 3.4794 9.6330
H 27.2434 1.2722 11.0051
C 29.8429 -0.4040 2.6404
C 31.0539 -1.1693 2.5486
C 32.1638 -0.5607 2.0138
C 32.0715 0.6361 1.2277
C 30.7827 1.2671 1.1578
C 29.7320 0.7685 1.9286
N 33.2546 1.2401 0.5360
O 34.3577 0.8592 0.8669
O 33.0883 2.2009 -0.2604
H 29.0133 -0.8319 3.1834
H 31.0621 -2.0964 3.1026
H 33.1279 -1.0429 2.0804
H 30.5638 2.1697 0.6067
H 28.8066 1.3252 1.9290
C 35.6348 2.2133 7.6112
C 36.4557 3.0156 6.5604
O 36.1132 2.6387 5.2665
C 36.8145 3.1878 4.2525
O 37.4236 4.2015 4.2583
O 36.8483 2.1925 3.2455
C 37.6474 2.3792 2.0943
H 35.8467 1.1442 7.5993
H 34.5711 2.3985 7.4613
H 35.9016 2.5723 8.6052
H 37.5223 2.9804 6.7823
H 36.1445 4.0564 6.6497
H 36.9301 2.5657 1.2951
H 38.2014 1.4809 1.8217
H 38.2125 3.3001 2.2378
C 22.6463 -0.2396 8.3697
C 23.7025 -0.3466 9.3799
O 24.3919 -1.5772 9.1074
C 25.5899 -1.8482 9.6976
O 26.0100 -1.3284 10.7296
O 26.1497 -2.8664 9.0975
C 27.3212 -3.4822 9.6924
H 23.0172 -0.2200 7.3450
H 22.0143 0.6319 8.5404
H 22.0316 -1.1391 8.4033
H 23.1897 -0.3046 10.3409
H 24.4541 0.4324 9.2520
H 27.7402 -4.0624 8.8703
H 26.8971 -4.1554 10.4373
H 28.1135 -2.8697 10.1227
C 30.6254 -4.5278 5.3204
C 32.0919 -4.6600 4.8151
O 32.8792 -4.0453 5.9160
C 33.3632 -2.7676 5.9059
O 32.9806 -1.8787 5.1738
O 34.3351 -2.6942 6.8935
C 34.9437 -1.4843 7.4255
H 29.9932 -4.9023 4.5152
H 30.3638 -3.5004 5.5737
H 30.4918 -5.1755 6.1868
H 32.3035 -4.0693 3.9239
H 32.3063 -5.7148 4.6433
H 34.1424 -0.7610 7.5763
H 35.7281 -1.0216 6.8266
H 35.2201 -1.7311 8.4506
C 31.9816 5.7615 2.0405
C 31.0348 4.7263 2.7136
O 29.6613 5.1960 2.5471
C 28.7139 4.5237 3.0993
O 28.7826 3.3631 3.5396
O 27.6389 5.3240 3.3521
C 26.3915 4.7850 3.7189
H 31.8774 6.8241 2.2599
H 32.0919 5.6451 0.9624
H 32.8696 5.4444 2.5873
H 31.1722 4.6464 3.7919
H 31.1752 3.7192 2.3210
H 25.8824 4.2297 2.9312
H 25.9301 5.6806 4.1351
H 26.7408 4.1902 4.5629
C 29.4337 -1.2558 13.1971
Br 27.5398 -1.6910 13.5394
Br 30.5817 -2.5082 14.2206
Br 29.7023 0.5138 14.0162
H 29.6168 -1.2739 12.1228
C 34.0982 -0.7299 12.2839
Br 35.5600 0.5851 11.8599
Br 33.8821 -0.8068 14.3580
Br 34.1109 -2.5319 11.4579
H 33.2085 -0.2100 11.9287
C 25.7819 0.6996 5.2236
Br 24.3773 1.6028 4.3266
Br 25.6328 -1.4314 5.1495
Br 25.9513 1.5712 7.0020
H 26.7387 0.9292 4.7548